{
  "formula": "C22H51BN3O8S",
  "method": "ωB97M-V/def2-TZVPD",
  "symbols": ["C", "C", "C", "N", "B", "C", "C", "C", "C", "C", "O", "C", "S", "C", "O", "O", "O", "H", "H", "H", "H", "H", "H", "H", "H", "H", "H", "H", "H", "H", "H", "H", "H", "H", "H", "H", "H", "H", "C", "O", "C", "C", "N", "C", "C", "O", "C", "H", "H", "H", "H", "H", "H", "H", "H", "H", "H", "H", "H", "H", "H", "H", "C", "O", "C", "C", "N", "C", "C", "O", "C", "H", "H", "H", "H", "H", "H", "H", "H", "H", "H", "H", "H", "H", "H", "H"],
  "coordinates": [[-4.22, -6.81, -3.52], [-2.99, -7.63, -3.96], [-2.90, -9.02, -3.37], [-2.16, -7.11, -4.73], [-0.66, -6.94, -4.29], [-0.42, -6.54, -2.74], [0.48, -5.29, -2.54], [-0.32, -4.04, -2.19], [-1.42, -3.73, -3.23], [0.67, -2.84, -2.05], [-0.05, -6.07, -5.34], [0.96, -6.69, -6.00], [2.67, -6.30, -5.41], [0.57, -8.22, -5.80], [-0.33, -8.44, -6.88], [1.64, -9.12, -5.96], [0.07, -8.26, -4.61], [-3.86, -5.79, -3.46], [-5.01, -6.82, -4.27], [-4.58, -7.09, -2.53], [-3.25, -8.97, -2.34], [-3.56, -9.72, -3.86], [-1.88, -9.40, -3.33], [0.10, -7.38, -2.28], [-1.33, -6.34, -2.17], [1.09, -5.51, -1.66], [1.17, -5.14, -3.36], [-0.82, -4.23, -1.25], [-1.39, -2.69, -3.54], [-1.35, -4.33, -4.13], [-2.40, -3.86, -2.79], [0.47, -2.07, -2.78], [1.68, -3.20, -2.23], [0.63, -2.47, -1.03], [0.91, -6.32, -7.01], [3.16, -7.51, -5.09], [-0.95, -9.14, -6.61], [1.93, -9.02, -6.88], [0.94, 1.19, 4.16], [0.25, 2.12, 3.35], [1.05, 3.21, 2.92], [1.24, 3.17, 1.41], [2.09, 2.06, 1.02], [2.13, 1.82, -0.42], [0.84, 1.36, -1.10], [0.41, 0.07, -0.71], [-0.41, 0.02, 0.44], [0.21, 0.45, 4.51], [1.71, 0.66, 3.59], [1.39, 1.68, 5.03], [2.02, 3.23, 3.43], [0.52, 4.13, 3.18], [1.70, 4.11, 1.09], [0.24, 3.11, 0.96], [1.75, 1.22, 1.47], [2.88, 1.05, -0.59], [2.48, 2.72, -0.92], [1.05, 1.29, -2.17], [0.02, 2.08, -0.99], [-1.03, 0.92, 0.54], [0.18, -0.12, 1.35], [-1.07, -0.84, 0.34], [0.31, 7.83, 7.56], [-0.41, 8.75, 6.76], [0.39, 9.84, 6.29], [0.52, 9.78, 4.78], [1.34, 8.66, 4.37], [1.33, 8.40, 2.93], [0.02, 7.94, 2.30], [-0.40, 6.66, 2.72], [-1.19, 6.64, 3.90], [-0.41, 7.10, 7.94], [1.06, 7.29, 6.97], [0.79, 8.32, 8.41], [1.37, 9.85, 6.77], [-0.13, 10.76, 6.57], [0.97, 10.71, 4.43], [-0.50, 9.72, 4.37], [1.02, 7.82, 4.85], [2.08, 7.62, 2.74], [1.68, 9.30, 2.41], [0.19, 7.86, 1.23], [-0.79, 8.68, 2.43], [-1.79, 7.54, 4.01], [-0.56, 6.50, 4.79], [-1.86, 5.78, 3.84]],
  "lowdin_charge": [-0.05, -0.45, -0.04, 0.22, -0.80, -0.06, -0.21, -0.40, -0.06, -0.07, -0.04, -0.57, 0.75, -0.72, 0.03, 0.01, 0.09, 0.05, 0.06, 0.06, 0.06, 0.07, 0.07, 0.10, 0.09, 0.11, 0.06, 0.11, 0.06, 0.07, 0.06, 0.06, 0.07, 0.05, 0.10, -0.15, 0.11, 0.10, -0.12, -0.20, -0.21, -0.21, -0.05, -0.20, -0.22, -0.19, -0.10, 0.09, 0.08, 0.08, 0.12, 0.10, 0.12, 0.11, 0.07, 0.12, 0.12, 0.12, 0.11, 0.09, 0.07, 0.09, -0.12, -0.20, -0.22, -0.22, -0.05, -0.20, -0.23, -0.19, -0.10, 0.09, 0.08, 0.09, 0.12, 0.12, 0.12, 0.11, 0.07, 0.12, 0.12, 0.12, 0.11, 0.09, 0.07, 0.09],
  "total_charge": -1,
  "homo_ev": -3.8,
  "energy_ev": -56002.910
}

---

{
  "formula": "C4H8Se2",
  "method": "ωB97M-V/def2-TZVPD",
  "symbols": ["Se", "C", "C", "C", "C", "Se", "H", "H", "H", "H", "H", "H", "H", "H"],
  "coordinates": [[1.49, -2.10, -1.95], [0.50, -0.46, -1.94], [0.71, 0.21, -0.24], [-0.36, -0.09, 0.47], [-0.48, 0.43, 1.84], [-2.18, 1.63, 2.16], [2.67, -1.44, -1.75], [-0.56, -0.54, -2.31], [0.78, 0.36, -2.59], [1.67, 0.69, 0.11], [-1.22, -0.62, 0.25], [-0.51, -0.25, 2.79], [0.35, 1.07, 2.25], [-2.84, 1.11, 0.92]],
  "nbo_charge": [0.10, -0.61, -0.14, -0.28, -0.52, -0.02, 0.06, 0.23, 0.22, 0.23, 0.21, 0.23, 0.22, 0.07],
  "smiles": "[SeH]C/C=C/C[SeH]",
  "homo_ev": -8.5,
  "energy_ev": -134966.680
}

---

{
  "formula": "C12H29N3O2",
  "method": "ωB97M-V/def2-TZVPD",
  "symbols": ["N", "C", "C", "C", "C", "C", "N", "C", "O", "O", "H", "H", "H", "H", "H", "H", "H", "H", "H", "H", "H", "H", "H", "H", "C", "C", "N", "C", "C", "C", "C", "H", "H", "H", "H", "H", "H", "H", "H", "H", "H", "H", "H", "H", "H", "H"],
  "coordinates": [[5.73, 0.06, 2.72], [4.86, 0.73, 1.76], [3.37, 0.38, 1.89], [2.93, -0.65, 0.85], [1.44, -1.00, 0.87], [0.89, -1.41, 2.24], [-0.13, -0.52, 2.81], [0.21, 0.85, 2.84], [0.71, 1.41, 3.81], [-0.14, 1.55, 1.71], [5.70, -0.94, 2.59], [5.43, 0.28, 3.66], [5.21, 0.48, 0.76], [4.98, 1.80, 1.92], [3.18, 0.05, 2.91], [2.78, 1.28, 1.73], [3.15, -0.21, -0.12], [3.48, -1.58, 0.96], [0.85, -0.22, 0.40], [1.33, -1.87, 0.22], [1.72, -1.56, 2.92], [0.41, -2.38, 2.13], [-0.31, -0.76, 3.77], [0.65, 1.99, 1.39], [-4.25, 0.01, -4.03], [-3.82, -0.42, -2.64], [-2.38, -0.55, -2.50], [-1.97, -1.23, -1.28], [-2.28, -0.55, 0.06], [-1.61, 0.63, -2.86], [-1.91, 1.93, -2.11], [-3.83, -0.66, -4.79], [-5.34, -0.03, -4.11], [-3.94, 1.02, -4.26], [-4.26, -1.40, -2.43], [-4.25, 0.27, -1.90], [-0.89, -1.42, -1.35], [-2.44, -2.22, -1.29], [-1.63, 0.30, 0.24], [-2.11, -1.26, 0.87], [-3.32, -0.22, 0.12], [-1.74, 0.81, -3.93], [-0.55, 0.38, -2.74], [-2.98, 2.13, -2.04], [-1.46, 2.77, -2.65], [-1.49, 1.94, -1.10]],
  "nbo_charge": [-0.82, -0.21, -0.42, -0.39, -0.43, -0.21, -0.66, 0.89, -0.59, -0.71, 0.35, 0.35, 0.19, 0.19, 0.21, 0.18, 0.20, 0.19, 0.22, 0.22, 0.18, 0.20, 0.39, 0.50, -0.62, -0.21, -0.45, -0.20, -0.64, -0.21, -0.64, 0.21, 0.21, 0.20, 0.19, 0.16, 0.18, 0.19, 0.22, 0.21, 0.20, 0.19, 0.19, 0.21, 0.21, 0.21],
  "smiles": "NCCCCCNC(=O)O.CCN(CC)CC",
  "homo_ev": -8.1,
  "energy_ev": -21479.235
}

---

{
  "formula": "C32H43Cl2N2OP3SSn",
  "method": "ωB97M-V/def2-TZVPD",
  "symbols": ["P", "C", "C", "H", "C", "H", "C", "H", "C", "H", "C", "H", "C", "C", "H", "C", "H", "C", "H", "C", "H", "C", "H", "C", "C", "H", "C", "H", "C", "H", "C", "H", "C", "H", "Sn", "C", "C", "H", "C", "O", "H", "C", "H", "C", "Cl", "Cl", "P", "C", "H", "H", "H", "C", "H", "H", "H", "C", "H", "H", "H", "P", "C", "C", "H", "H", "H", "H", "H", "H", "C", "H", "H", "H", "H", "S", "C", "N", "C", "C", "N", "H", "H", "H", "H", "H", "H"],
  "coordinates": [[1.52, 1.52, -3.48], [3.13, 1.49, -2.75], [3.94, 0.80, -3.69], [3.43, 0.14, -4.40], [5.27, 1.13, -3.83], [5.80, 0.72, -4.67], [5.87, 2.00, -2.90], [6.91, 2.25, -3.05], [5.12, 2.50, -1.83], [5.65, 3.12, -1.11], [3.75, 2.24, -1.71], [3.22, 2.60, -0.83], [0.70, -0.07, -3.47], [1.26, -1.29, -3.04], [2.14, -1.33, -2.39], [0.68, -2.48, -3.48], [1.14, -3.43, -3.22], [-0.47, -2.48, -4.25], [-0.88, -3.41, -4.66], [-1.10, -1.28, -4.53], [-2.00, -1.23, -5.14], [-0.58, -0.08, -4.06], [-1.09, 0.86, -4.24], [0.50, 2.88, -2.81], [0.63, 3.74, -3.91], [1.36, 3.46, -4.69], [-0.21, 4.82, -4.11], [-0.07, 5.35, -5.03], [-1.14, 5.14, -3.12], [-1.78, 6.01, -3.31], [-1.23, 4.36, -1.97], [-1.95, 4.68, -1.22], [-0.43, 3.21, -1.78], [-0.55, 2.68, -0.83], [-0.15, -0.45, 3.03], [-1.89, -1.31, 1.98], [-2.25, -1.34, 0.68], [-2.55, -1.72, 2.75], [-1.40, -0.73, -0.49], [-2.21, 0.32, -1.13], [-1.67, 0.92, -1.67], [-0.20, -0.25, 0.14], [-1.12, -1.44, -1.27], [0.49, 0.04, 1.19], [-0.49, -1.04, 5.24], [2.25, 0.63, 3.59], [1.52, -2.43, 2.22], [2.43, -2.82, 3.73], [1.74, -3.19, 4.50], [2.93, -1.92, 4.09], [3.17, -3.59, 3.46], [0.53, -3.87, 1.77], [0.11, -3.72, 0.77], [-0.28, -4.01, 2.50], [1.20, -4.75, 1.77], [2.79, -2.33, 0.92], [3.32, -1.37, 1.00], [2.32, -2.42, -0.07], [3.49, -3.16, 1.08], [-3.76, -2.11, 0.11], [-4.36, -3.16, 1.41], [-3.42, -3.08, -1.38], [-4.41, -2.60, 2.36], [-3.72, -4.04, 1.52], [-5.37, -3.45, 1.09], [-3.07, -2.45, -2.21], [-4.39, -3.54, -1.64], [-2.68, -3.87, -1.16], [-4.95, -0.82, -0.26], [-5.20, -0.30, 0.68], [-5.83, -1.35, -0.66], [-4.52, -0.11, -0.99], [1.45, 0.57, 1.20], [-1.12, 1.97, 2.69], [-0.90, 2.28, 4.35], [0.28, 2.52, 4.97], [0.17, 2.25, 6.40], [-1.32, 1.98, 6.60], [-1.89, 2.20, 5.27], [1.17, 2.38, 4.48], [0.48, 3.14, 6.96], [0.81, 1.40, 6.69], [-1.75, 2.70, 7.30], [-1.51, 0.95, 6.94], [-2.81, 1.86, 5.00]],
  "lowdin_charge": [1.08, -0.38, -0.14, 0.10, -0.07, 0.11, -0.07, 0.11, -0.09, 0.11, -0.08, 0.10, -0.39, -0.11, 0.10, -0.10, 0.11, -0.10, 0.11, -0.09, 0.11, -0.12, 0.11, -0.33, -0.16, 0.09, -0.06, 0.11, -0.06, 0.11, -0.08, 0.10, -0.08, 0.08, 0.41, -0.15, -0.31, 0.03, -0.31, -0.04, 0.07, 0.06, 0.13, -0.37, 0.18, 0.08, 0.76, -0.27, 0.05, 0.01, 0.06, -0.23, 0.05, 0.05, 0.07, -0.21, 0.06, 0.04, 0.07, 0.88, -0.16, -0.14, 0.07, 0.08, 0.08, 0.07, 0.08, 0.08, -0.15, 0.09, 0.08, 0.07, 0.06, 0.74, -0.80, 0.02, -0.13, -0.15, 0.04, 0.03, 0.13, 0.12, 0.13, 0.09, 0.15],
  "total_charge": 2,
  "homo_ev": -11.2,
  "energy_ev": -108470.631
}

---

{
  "formula": "C5H10N3",
  "method": "ωB97M-V/def2-TZVPD",
  "symbols": ["C", "C", "C", "C", "C", "N", "N", "N", "H", "H", "H", "H", "H", "H", "H", "H", "H", "H"],
  "coordinates": [[-2.84, 1.09, -0.33], [-3.54, 0.55, 0.49], [1.19, 1.52, -0.30], [0.43, -0.87, 0.09], [1.88, -1.30, 0.12], [2.43, 1.33, -0.47], [0.19, 0.45, -0.17], [-0.60, -1.59, 0.18], [-2.28, 1.42, -1.15], [-4.15, 0.17, 1.30], [0.49, 2.38, -0.26], [1.89, -2.13, 0.82], [2.69, -0.58, 0.28], [2.03, -1.81, -0.81], [2.95, 2.24, -0.51], [-0.76, 0.79, 0.10], [-1.51, -1.06, 0.13], [-0.49, -2.60, 0.51]],
  "nbo_charge": [-0.31, -0.18, 0.29, 0.60, -0.70, -0.63, -0.62, -0.70, 0.25, 0.27, 0.18, 0.24, 0.31, 0.27, 0.40, 0.43, 0.45, 0.45],
  "total_charge": 1,
  "homo_ev": -14.6,
  "energy_ev": -9808.258
}

---

{
  "formula": "C16H18N2O4S2",
  "method": "ωB97M-V/def2-TZVPD",
  "symbols": ["C", "C", "O", "C", "O", "C", "S", "C", "N", "C", "C", "O", "C", "C", "S", "C", "C", "C", "C", "O", "C", "C", "C", "N", "H", "H", "H", "H", "H", "H", "H", "H", "H", "H", "H", "H", "H", "H", "H", "H", "H", "H"],
  "coordinates": [[-4.93, -0.87, -0.87], [-4.13, -1.94, -0.13], [-2.82, -2.04, -0.69], [-1.80, -1.53, 0.00], [-1.88, -1.04, 1.09], [-0.53, -1.65, -0.81], [0.64, -2.82, -0.03], [2.09, -1.84, 0.01], [3.21, -2.47, 0.32], [4.33, -1.74, 0.32], [4.34, -0.38, 0.02], [5.41, 0.44, -0.02], [6.67, -0.11, 0.26], [3.07, 0.18, -0.24], [2.91, 1.90, -0.55], [1.13, 1.98, -0.34], [0.61, 1.90, 0.94], [-0.76, 1.88, 1.13], [-1.61, 1.95, 0.04], [-2.97, 1.92, 0.12], [-3.56, 1.77, 1.39], [-1.08, 2.06, -1.25], [0.29, 2.07, -1.44], [1.98, -0.55, -0.26], [-4.43, 0.09, -0.79], [-5.02, -1.13, -1.92], [-5.92, -0.79, -0.43], [-4.05, -1.70, 0.93], [-4.59, -2.92, -0.25], [-0.76, -2.01, -1.81], [0.00, -0.69, -0.83], [5.22, -2.28, 0.57], [7.38, 0.72, 0.16], [6.72, -0.51, 1.28], [6.93, -0.89, -0.46], [1.27, 1.83, 1.79], [-1.14, 1.79, 2.13], [-4.63, 1.74, 1.22], [-3.24, 0.83, 1.86], [-3.32, 2.61, 2.04], [-1.75, 2.12, -2.09], [0.70, 2.14, -2.43]],
  "nbo_charge": [-0.63, -0.08, -0.51, 0.80, -0.61, -0.65, 0.29, 0.25, -0.46, 0.00, 0.18, -0.48, -0.25, 0.09, 0.31, -0.21, -0.17, -0.31, 0.40, -0.52, -0.27, -0.29, -0.19, -0.52, 0.22, 0.21, 0.21, 0.20, 0.19, 0.24, 0.30, 0.20, 0.21, 0.18, 0.18, 0.22, 0.23, 0.20, 0.20, 0.18, 0.23, 0.23],
  "smiles": "CCOC(=O)CSc1ncc(OC)c(Sc2ccc(OC)cc2)n1",
  "homo_ev": -8.1,
  "energy_ev": -49724.370
}